{"formula": "C53H46F3N2O3ReS2Sb", "method": "ωB97M-V/def2-TZVPD", "relative_energy_kcal_mol": 60.09, "total_charge": 2, "max_force_ev_per_a": 0.85, "energy_ev": -103303.80703, "s_squared": 3.801, "spin_multiplicity": 4, "elements": ["Re", "O", "S", "O", "N", "C", "C", "C", "C", "C", "C", "C", "C", "N", "C", "C", "C", "C", "C", "C", "C", "H", "H", "H", "H", "H", "H", "H", "H", "H", "H", "H", "C", "C", "C", "C", "C", "C", "C", "Sb", "C", "C", "C", "C", "C", "C", "C", "C", "C", "C", "C", "C", "C", "C", "H", "H", "H", "H", "H", "H", "H", "H", "H", "H", "H", "H", "H", "H", "H", "H", "H", "H", "H", "H", "H", "C", "C", "C", "C", "C", "C", "C", "S", "C", "O", "H", "H", "H", "H", "H", "H", "H", "H", "H", "H", "F", "C", "F", "F", "C", "C", "C", "C", "C", "C", "C", "C", "H", "H", "H", "H"], "coordinates": [[0.160671, 0.034606, -0.558058], [-1.260754, -0.113129, 1.222417], [-2.239327, -1.041013, 0.584920], [-3.552907, -0.573145, 0.308931], [-1.355531, -1.278292, -0.768975], [-1.916751, -1.576857, -2.027703], [-2.981059, -2.393977, -2.281583], [-3.407300, -2.582027, -3.614661], [-2.778015, -1.946719, -4.647688], [-1.693298, -1.071738, -4.389358], [-1.052115, -0.311411, -5.386805], [-0.053381, 0.551313, -5.028942], [0.337164, 0.640741, -3.692368], [-0.225724, -0.054052, -2.707617], [-1.263450, -0.904935, -3.064683], [-2.284760, -2.520497, 1.478705], [-3.430087, -3.305915, 1.393540], [-3.406105, -4.568163, 1.963553], [-2.254936, -5.023809, 2.591385], [-1.126704, -4.216327, 2.689037], [-1.130123, -2.953910, 2.127276], [-3.493899, -2.896279, -1.473341], [-4.247072, -3.233956, -3.808445], [-3.106944, -2.084703, -5.668315], [-1.371676, -0.400574, -6.417268], [0.454245, 1.166774, -5.756712], [1.140831, 1.310905, -3.435690], [-4.318033, -2.921495, 0.910199], [-4.283903, -5.196436, 1.913929], [-2.234255, -6.020626, 3.010113], [-0.244909, -4.576694, 3.199581], [-0.266065, -2.305964, 2.205657], [6.099560, 0.056315, -2.414197], [4.976062, -0.752380, -3.006687], [5.323296, -1.718394, -3.952671], [4.388228, -2.550585, -4.538883], [3.057940, -2.468852, -4.157397], [2.686030, -1.526516, -3.215434], [3.621485, -0.646169, -2.663037], [2.824443, 0.786341, -1.300060], [4.289386, 1.251317, 0.105254], [4.623548, 2.593131, 0.244254], [5.656459, 2.952599, 1.101472], [6.338836, 1.968794, 1.797178], [5.983236, 0.632078, 1.658340], [4.946548, 0.244374, 0.820356], [4.548290, -1.201600, 0.703049], [2.352611, 2.671977, -2.164158], [1.178542, 3.273110, -1.706232], [0.692468, 4.426281, -2.299285], [1.377875, 4.974864, -3.372193], [2.549870, 4.388361, -3.820467], [3.068166, 3.237138, -3.229369], [4.347956, 2.651017, -3.752373], [6.767800, 0.406065, -3.200809], [6.693536, -0.571613, -1.746503], [5.767641, 0.914561, -1.838199], [6.366935, -1.813283, -4.227016], [4.700116, -3.275695, -5.278077], [2.320584, -3.135118, -4.584164], [1.658144, -1.501761, -2.886917], [4.092446, 3.357017, -0.311070], [5.929687, 3.992604, 1.213986], [7.154401, 2.239123, 2.454405], [6.517457, -0.122689, 2.222031], [5.115628, -1.820916, 1.394106], [4.722160, -1.588799, -0.303899], [3.485673, -1.332343, 0.934423], [0.629465, 2.843950, -0.872875], [-0.214410, 4.886712, -1.932222], [0.999119, 5.862020, -3.860884], [3.081629, 4.829102, -4.653926], [4.793481, 3.302534, -4.500634], [4.184240, 1.674990, -4.213604], [5.072763, 2.528316, -2.948552], [-4.888646, -2.648002, 6.960500], [-3.770849, -2.005613, 6.185736], [-4.023696, -1.001363, 5.254656], [-2.988886, -0.385802, 4.568304], [-1.676307, -0.750680, 4.839442], [-1.403482, -1.780759, 5.726356], [-2.451408, -2.396850, 6.393731], [-0.273085, 0.049889, 4.062763], [-0.685646, 1.759756, 4.449760], [0.929375, -0.300416, 4.890199], [-5.862803, -2.327169, 6.597326], [-4.818917, -2.385199, 8.017024], [-4.833450, -3.734833, 6.896563], [-5.042878, -0.684750, 5.073562], [-3.216486, 0.379586, 3.835377], [-0.375514, -2.058876, 5.916902], [-2.236796, -3.184608, 7.105348], [-0.257238, 1.964359, 5.430192], [-1.760677, 1.911773, 4.455626], [-0.226969, 2.391386, 3.692436], [4.930377, 3.701071, 6.855706], [4.740611, 4.393552, 5.729057], [4.208229, 5.576334, 6.050987], [5.954849, 4.631434, 5.193034], [3.883440, 3.639304, 4.741983], [3.099115, 4.345624, 3.838203], [2.396798, 3.658947, 2.868590], [2.469052, 2.262861, 2.817835], [3.219974, 1.557862, 3.759209], [3.935553, 2.253412, 4.716238], [1.799083, 1.564761, 1.772708], [1.179848, 1.004292, 0.880615], [3.037359, 5.422861, 3.901050], [1.796515, 4.195991, 2.145849], [3.223151, 0.478769, 3.744242], [4.526686, 1.720226, 5.447237]], "atomic_forces_ev_per_a": [[0.309, 0.264, 0.194], [0.417, 0.115, -0.734], [-0.342, -0.085, 0.123], [0.039, -0.006, -0.011], [-0.104, -0.054, -0.161], [0.109, 0.031, 0.281], [-0.062, -0.104, -0.096], [0.059, 0.030, 0.060], [0.029, 0.045, 0.058], [-0.065, -0.066, -0.101], [-0.055, -0.003, 0.003], [0.046, -0.030, 0.010], [0.051, 0.057, -0.005], [-0.281, 0.034, -0.005], [0.118, 0.108, 0.019], [0.173, -0.204, -0.034], [0.002, 0.074, 0.083], [-0.016, 0.022, -0.011], [0.018, 0.010, 0.002], [-0.009, -0.019, 0.006], [-0.046, 0.026, -0.014], [-0.007, -0.016, -0.001], [-0.002, -0.011, -0.005], [-0.018, 0.008, -0.017], [0.011, -0.016, -0.017], [0.019, 0.005, -0.003], [-0.065, 0.043, 0.009], [-0.018, -0.016, -0.009], [-0.018, -0.007, 0.002], [-0.018, 0.003, 0.048], [0.010, 0.014, 0.026], [0.015, -0.003, -0.003], [-0.031, 0.001, -0.002], [0.004, 0.034, -0.015], [0.045, 0.008, 0.001], [-0.002, -0.028, 0.001], [-0.024, 0.017, 0.026], [0.111, -0.042, 0.033], [-0.077, 0.018, -0.062], [-0.359, -0.199, -0.009], [0.094, -0.102, 0.139], [0.102, -0.056, 0.047], [-0.031, 0.016, -0.051], [0.010, -0.031, -0.016], [-0.005, 0.030, 0.080], [-0.039, 0.026, 0.022], [-0.004, 0.046, -0.033], [0.008, 0.015, -0.148], [0.024, -0.025, 0.034], [-0.006, -0.003, 0.014], [-0.024, 0.018, -0.012], [0.008, 0.003, 0.009], [-0.063, -0.024, 0.023], [-0.045, 0.006, 0.012], [-0.003, 0.021, -0.005], [0.000, 0.000, 0.014], [0.047, -0.043, -0.009], [0.004, 0.010, -0.022], [0.011, -0.012, -0.001], [-0.011, -0.018, 0.021], [-0.045, -0.007, -0.030], [-0.001, 0.026, -0.003], [-0.009, 0.023, 0.014], [-0.005, 0.011, 0.022], [0.004, -0.014, 0.000], [-0.017, -0.009, 0.025], [-0.002, -0.008, 0.001], [0.002, -0.015, 0.016], [0.036, 0.057, 0.014], [-0.011, 0.002, 0.011], [0.012, 0.028, 0.003], [0.022, 0.018, 0.001], [0.005, 0.001, -0.008], [0.019, -0.031, 0.000], [0.040, 0.016, 0.006], [0.070, 0.018, 0.008], [-0.071, -0.046, 0.004], [0.007, -0.042, -0.072], [0.056, -0.026, -0.048], [0.005, 0.042, 0.143], [-0.039, 0.084, 0.096], [0.042, -0.035, -0.055], [0.323, -0.256, 0.292], [0.016, 0.034, 0.013], [-0.208, 0.059, -0.330], [-0.012, -0.008, -0.007], [-0.016, 0.011, 0.004], [-0.020, -0.012, -0.012], [-0.030, -0.021, -0.023], [-0.007, 0.075, 0.037], [0.027, 0.037, 0.035], [0.003, -0.015, 0.017], [-0.047, -0.008, 0.040], [-0.030, 0.012, 0.001], [0.048, 0.043, 0.041], [-0.003, -0.005, 0.019], [0.020, -0.023, -0.041], [-0.023, 0.023, 0.011], [-0.006, 0.000, 0.011], [0.002, -0.005, 0.036], [0.012, -0.014, 0.011], [-0.024, 0.026, -0.032], [0.098, -0.030, -0.068], [0.017, -0.016, -0.036], [-0.018, 0.031, 0.002], [-0.267, 0.129, 0.198], [-0.043, -0.049, -0.148], [0.034, 0.016, -0.032], [-0.012, -0.001, -0.006], [-0.002, -0.051, 0.016], [0.000, -0.011, 0.015]], "mulliken_charge": [0.6230, -0.5874, 1.2382, -0.6803, -0.1318, 0.3874, -0.3974, -1.0168, -0.9351, 1.0107, -0.7202, -1.4766, 0.3709, 0.1371, 0.1171, 0.8727, -0.5011, -0.9078, -0.5472, -0.8504, -0.3578, 0.4466, 0.4396, 0.4660, 0.4928, 0.5486, 0.4184, 0.6191, 0.4770, 0.4565, 0.4890, 0.2743, -1.5347, 0.9955, -0.6749, -0.8723, -0.7557, -1.0721, 1.2185, 0.2027, 1.1430, -0.8049, -0.8435, -0.9288, -0.7323, 0.7171, -1.4215, 0.2448, -0.1652, -1.1416, -0.8584, -1.1153, 0.9766, -0.6473, 0.5508, 0.4706, -0.0456, 0.5056, 0.4222, 0.5068, 0.4243, 0.5441, 0.4826, 0.4411, 0.4822, 0.5459, 0.1513, 0.1685, 0.5874, 0.5396, 0.4649, 0.4955, 0.5531, 0.1697, 0.0569, -1.5275, 0.9477, -1.0598, -0.5493, 0.0872, -0.6830, -0.6362, 1.5211, -1.0543, -0.8188, 0.3580, 0.3329, 0.3635, 0.3521, 0.3861, 0.5381, 0.4316, 0.3997, 0.5529, 0.1481, -0.2632, 0.7768, -0.2630, -0.2493, 0.3271, -1.0862, -0.3590, 1.8727, -0.1481, -1.3283, -1.0535, 0.0258, 0.5006, 0.6494, 0.7798, 0.5060]}